Entry from OMol25: a cluster of 2 separate species, C4H11N2O in total at a distorted geometry (ωB97M-V with the def2-TZVPD basis set).

Output
* calculated total energy: -343.4764 Ha
* relative energy (zero: lowest compared OMol25 entry of this formula, charge and spin): 230.3 kJ/mol
* highest occupied orbital energy: -13.091 eV
* total charge: +1

Last column: natural (NBO) charge in e.
CARTESIAN COORDINATES (ANGSTROEM)
C: 2.03709 -1.48845 -0.30495  0.402
C: -2.64618 1.81510 0.62806  -0.690
C: -0.15288 1.96280 0.33102  -0.464
C: -1.20455 1.23440 0.34794  0.312
N: 0.92875 -1.34324 -1.00624  -0.696
N: 2.94191 -2.40036 -0.65825  -0.691
O: -1.23148 -0.20774 0.17788  -0.768
H: -3.40146 1.00968 0.73335  0.222
H: -2.72144 2.37513 1.66211  0.245
H: -3.00052 2.46743 -0.19692  0.249
H: -0.23900 3.03949 0.31987  0.247
H: 2.30576 -0.80421 0.52916  0.237
H: 0.87876 1.46070 0.22641  0.187
H: 0.10048 -0.82815 -0.66316  0.469
H: 0.77004 -2.11211 -1.55124  0.391
H: 3.68476 -2.51462 0.02856  0.437
H: 2.77083 -2.96809 -1.35143  0.400
H: -1.82088 -0.69777 0.74785  0.511

Forces on the atoms, in the same order (eV/Å):
0.0699 0.4273 -0.6275
0.1877 0.1222 1.2518
4.0726 -0.3713 -0.7346
-5.3189 -1.9001 1.1920
1.4509 1.3474 2.5001
0.5588 4.8955 6.0357
1.5333 1.7273 -0.5567
0.5545 0.2587 -0.2675
0.5007 -0.8662 -2.2019
0.3730 -0.2763 0.6044
0.1568 -0.0749 0.2091
-0.4814 -0.5900 -0.6487
-1.6292 1.1341 0.1031
0.0583 0.2054 0.2276
-0.9853 -2.0040 -2.2245
0.0354 -0.4298 -0.8538
-0.6481 -4.0118 -4.4240
-0.4890 0.4065 0.4156